1.
# C5H22N2O5

6 unconnected molecules or ions with the total composition C5H22N2O5 (ωB97M-V/def2-TZVPD, the OMol25 dataset).

```
34
Properties=species:S:1:pos:R:3:mulliken_charge:R:1
C -2.12362 0.29933 1.80264 -0.3687
C -0.97512 1.31209 1.73122 -1.1842
C -0.35445 1.29207 0.36617 -0.1137
C 0.87523 0.85173 0.17089 -0.6977
N 1.43010 0.74132 -1.15221 0.2986
C 2.65988 0.85911 -1.42758 -0.1324
N -3.30222 0.76029 0.97482 -0.2390
H -1.70638 -0.58357 1.33438 0.1703
H -2.52076 0.06389 2.78451 0.4463
H -1.23523 2.31397 2.08267 0.4139
H -0.20712 1.01563 2.44059 0.3671
H -0.82057 1.79790 -0.47144 0.8469
H 1.50977 0.38141 0.90499 0.4517
H 0.80830 0.45554 -1.92704 0.2095
H 3.00889 0.67070 -2.43166 0.2730
H 3.43370 1.26414 -0.78694 0.3112
H -3.82269 -0.01658 0.55919 0.3497
H -3.90725 1.36553 1.53056 0.3888
H -2.99108 1.32170 0.18419 0.2577
H 3.83376 0.51755 1.60311 0.2980
H 4.06754 -1.05338 1.76738 0.2836
O 3.65507 -0.35430 1.24061 -0.5880
H -1.53590 0.48382 -1.82703 0.3965
H -1.26355 0.80697 -3.35989 0.2772
O -0.95677 0.94895 -2.45809 -0.6767
H -1.54612 -1.52460 -0.55529 0.3619
H -2.57964 -1.37386 -1.81687 0.2880
O -2.26937 -1.02049 -0.97744 -0.6773
H 0.10290 -2.69883 1.06083 0.3150
H 0.62906 -2.33378 -0.28503 0.3294
O -0.22127 -2.42542 0.18737 -0.6703
H 2.68652 -2.64038 -1.60660 0.2990
H 3.16541 -1.68444 -0.48902 0.3154
O 2.47298 -1.81403 -1.15401 -0.6008
```

* total charge: +2
* largest force on an atom: 1.30 eV/Å
* DFT total energy: -18744.0621 eV
* LUMO: -0.2554 Ha
* HOMO energy: -0.6307 hartree


2.
# C5H22NO4

5 unconnected molecules or ions with the total composition C5H22NO4 (ωB97M-V/def2-TZVPD, the OMol25 dataset).

```
32
Properties=species:S:1:pos:R:3:mulliken_spin:R:1
C 1.33902 2.04638 -0.20657 0.0145
C 0.36084 0.91935 0.03663 -0.1334
C 0.01973 0.76061 1.51689 0.1545
C -0.98691 -0.36080 1.84287 0.2517
C -2.26484 -0.31164 1.03251 0.3704
N 1.01261 -0.36057 -0.45160 0.9769
H 1.62567 2.11551 -1.25686 -0.0171
H 0.85993 2.99847 0.02544 0.0113
H 2.22865 1.97566 0.41807 -0.0345
H -0.54907 1.05004 -0.54010 0.1016
H -0.43098 1.71262 1.81369 -0.0517
H 0.92860 0.63105 2.10810 -0.0453
H -1.20460 -0.27943 2.91064 -0.0650
H -0.50755 -1.34328 1.75666 -0.0343
H -3.03173 -0.95861 1.45576 -0.1128
H -2.12538 -0.59539 -0.01374 -0.0586
H -2.66851 0.70192 0.98043 -0.0392
H 1.86145 -0.58203 0.09051 -0.2631
H 0.35048 -1.14093 -0.33652 -0.2034
H 1.23535 -0.29019 -1.45204 -0.1362
H -2.62154 2.42324 -1.87246 0.0134
H -2.48724 3.25405 -0.56974 0.0019
O -2.25063 2.43146 -0.97476 -0.0220
H -0.15468 -1.95279 -2.45779 0.1385
H 0.30904 -1.38215 -3.83336 -0.1273
O 0.28692 -1.20837 -2.89536 0.3928
H 3.59363 -1.53958 1.72410 -0.0274
H 4.35057 -0.51142 0.82889 -0.0063
O 3.46164 -0.81299 1.08856 0.1136
H -1.57634 -2.81362 -0.80247 0.2398
H -0.35394 -3.76466 -0.95703 0.2578
O -0.61020 -2.81190 -1.00933 -0.6610
```

* largest force on an atom: 1.07 eV/Å
* ⟨S²⟩: 0.75
* DFT total energy: -15219.8280 eV
* LUMO (alpha / beta): 0.0115 / 0.0066 Ha
* 2S+1: 2
* HOMO energy (alpha / beta): -0.0896 / -0.4130 hartree


3.
# C5H22NO4S2

5 unconnected molecules or ions with the total composition C5H22NO4S2 (ωB97M-V/def2-TZVPD, the OMol25 dataset).

```
34
Properties=species:S:1:pos:R:3:mulliken_charge:R:1
N -1.93659 0.93969 -2.01007 -0.0408
C -0.50174 0.57771 -2.40355 0.0640
C -0.56234 -0.75399 -3.10126 -1.4730
C 0.39451 0.56646 -1.18244 0.1568
S 0.44814 2.34073 -0.60987 -0.0417
S -0.98418 2.49347 0.94550 -0.0971
C -0.61510 1.19923 2.16942 0.4263
C 0.63196 1.53251 2.97244 -1.0705
H -2.33829 0.01668 -1.77741 0.3933
H -2.37946 1.36615 -2.82380 0.3948
H -2.02775 1.62059 -1.24133 0.1648
H -0.13341 1.24899 -3.18758 0.3743
H -0.85850 -1.60316 -2.46008 0.3308
H 0.43387 -0.87935 -3.55758 0.4180
H -1.24463 -0.62235 -3.94573 0.4423
H 1.38159 0.22825 -1.46450 0.5103
H -0.06053 -0.02964 -0.41741 -0.7020
H -0.47444 0.27162 1.60295 -0.3598
H -1.50394 1.13507 2.81559 0.3947
H 0.62459 2.48811 3.48811 0.3648
H 1.54452 1.63395 2.35927 0.1473
H 0.81758 0.76514 3.73698 0.3573
H 0.48998 -1.83341 0.87527 0.2782
H -0.94684 -2.56275 1.05995 0.3120
O -0.46202 -1.73213 1.11655 -0.6676
H -3.13951 -1.16505 0.79608 0.2774
H -1.69676 -0.78565 0.46909 0.3702
O -2.62573 -0.74354 0.09800 -0.6849
H 4.27204 -0.15511 1.08712 0.3430
H 2.83601 0.14375 1.41887 0.3188
O 3.54568 -0.47383 1.63846 -0.6884
H 2.65317 -1.87868 1.08443 0.3858
H 2.29990 -3.13485 0.12184 0.2715
O 2.11825 -2.21464 0.32670 -0.6709
```

* total charge: +1
* largest force on an atom: 2.34 eV/Å
* DFT total energy: -36887.0169 eV
* LUMO: -0.0971 Ha
* HOMO energy: -0.4331 hartree


4.
# C5H22NO6

6 unconnected molecules or ions with the total composition C5H22NO6 (ωB97M-V/def2-TZVPD, the OMol25 dataset).

```
34
Properties=species:S:1:pos:R:3:mulliken_charge:R:1
C 1.83312 -1.52614 0.96259 -1.2682
C 0.28626 -1.42934 1.03816 0.3816
C -0.13776 -0.58452 2.24538 -0.7027
C -1.58159 -0.36682 2.54837 -1.2627
N -0.29696 -0.90899 -0.15833 0.2728
C -1.52543 -1.39296 -0.78912 -0.2363
O -2.64175 -0.56024 -0.73259 -0.5536
H 2.16979 -0.83679 0.18260 0.1745
H 2.30655 -1.38887 1.93200 0.4012
H 2.07853 -2.51182 0.45686 0.2857
H -0.16925 -2.50717 1.10075 0.3889
H 0.31681 -0.98383 3.17108 0.4207
H 0.32931 0.41912 2.24423 0.3083
H -2.02370 0.04348 1.65243 0.2477
H -1.68451 0.25508 3.40849 0.4106
H -2.10775 -1.32012 2.75399 0.2877
H -0.47294 0.11801 -0.17739 -0.1858
H -1.23145 -1.54702 -1.84592 0.1939
H -1.91654 -2.33615 -0.35321 0.2753
H -0.67190 1.76457 -1.94171 0.4886
H 0.71012 1.34567 -1.84212 0.1144
O 0.01645 1.25047 -2.51031 -0.7230
H 0.79063 -0.45011 -3.36463 0.3749
H 1.12127 -0.85043 -2.05584 0.3120
O 1.58674 -0.83660 -2.94804 -0.7909
H -2.23548 2.32636 -0.80672 0.1408
H -2.33723 0.36839 -0.67560 0.3367
O -1.41779 1.88498 -0.57170 -1.0178
H -0.00432 4.08174 0.79142 0.2359
H -0.45600 2.59283 0.23515 0.4198
O 0.15698 3.11260 0.90513 -0.7355
H 2.88340 0.29502 -2.11433 0.3935
H 2.92435 1.62482 -1.21918 0.3038
O 3.40206 0.85475 -1.52190 -0.6927
```

* total charge: -1
* largest force on an atom: 2.37 eV/Å
* DFT total energy: -19318.1940 eV
* LUMO: 0.1293 Ha
* HOMO energy: -0.1966 hartree